1.
Molecular formula: C30H33N2O11Y
Method: DFT, ωB97M-V/def2-TZVPD

Structure (XYZ):
```
77
Properties=species:S:1:pos:R:3
C -4.333 -3.895 -5.073
C -3.075 -3.106 -4.667
C -4.665 -4.668 -3.771
C -3.318 -4.986 -3.120
H -5.252 -5.554 -3.987
H -5.262 -4.013 -3.142
C -2.275 -4.080 -3.812
H -3.402 -2.248 -4.081
H -2.511 -2.722 -5.513
C -1.466 -3.490 -2.658
H -1.633 -4.687 -4.447
H -3.069 -6.026 -3.310
C -3.126 -4.716 -1.609
C -5.523 -3.014 -5.395
C -3.990 -4.887 -6.191
O -4.353 -6.036 -6.176
O -5.651 -1.855 -5.078
O -6.479 -3.731 -6.023
O -3.162 -4.503 -7.194
C -3.581 -3.732 -8.325
H -3.162 -2.731 -8.340
H -4.667 -3.676 -8.360
H -3.224 -4.276 -9.194
C -7.545 -2.969 -6.618
H -8.039 -2.358 -5.867
H -8.232 -3.701 -7.027
H -7.161 -2.323 -7.404
O -1.741 -4.307 -1.527
H -1.755 -2.448 -2.470
H -0.391 -3.513 -2.820
C -3.260 -5.973 -0.777
C -4.006 -3.608 -1.043
H -5.044 -3.927 -0.955
H -3.988 -2.705 -1.650
H -3.651 -3.351 -0.048
H -3.157 -5.751 0.284
H -2.492 -6.692 -1.052
H -4.235 -6.432 -0.936
Y 0.000 0.000 0.000
C 2.226 -0.392 0.623
C 1.784 -1.523 -0.099
C 1.517 -1.125 -1.425
H 1.617 -2.504 0.307
C 1.804 0.248 -1.531
C 2.251 0.698 -0.270
H 2.532 1.707 -0.022
H 2.504 -0.369 1.663
H 1.124 -1.755 -2.207
H 1.678 0.855 -2.412
C -1.633 1.304 1.145
C -0.479 2.094 0.969
C -0.303 2.290 -0.419
H 0.151 2.484 1.752
C -1.325 1.593 -1.100
C -2.154 0.998 -0.124
H -2.993 0.353 -0.316
H -2.009 0.932 2.082
H 0.485 2.858 -0.881
H -1.461 1.544 -2.167
O 2.235 2.071 2.035
C 1.648 1.342 2.942
O 0.693 0.422 2.522
C 2.204 1.717 4.286
C 2.353 0.872 5.389
C 3.060 1.327 6.541
C 3.575 2.644 6.577
C 3.408 3.514 5.500
C 2.737 3.039 4.376
N 3.933 4.850 5.526
O 4.530 5.248 6.481
O 3.790 5.580 4.593
N 3.292 0.458 7.649
O 2.889 -0.665 7.629
O 3.937 0.826 8.586
H 1.988 -0.144 5.330
H 4.122 2.993 7.444
H 2.642 3.728 3.545
```

relative energy (zero: lowest compared OMol25 entry of this formula, charge and spin): 384.9 kJ/mol
gap between HOMO and LUMO (spin up / spin down): 2.44 / 1.79 eV
E: -2138.20672 Ha
total charge: -2

Results of the Mulliken charge analysis, in e, for atoms 1 through 8: number 1, C, carries 3.15; number 2, C, carries -1.97; number 3, C, carries -2.00; number 4, C, carries -0.04; number 5, H, carries 0.36; number 6, H, carries 0.51; number 7, C, carries 0.49; number 8, H, carries 0.48

2.
Molecular formula: C5H10Si
Method: DFT, ωB97M-V/def2-TZVPD

Structure (XYZ):
```
16
Properties=species:S:1:pos:R:3
C -0.512 2.062 1.974
C -0.509 1.077 1.279
C 1.914 1.450 -1.665
C 0.526 -1.852 1.001
C -1.926 -0.802 -0.761
Si -0.332 -0.381 0.172
H -0.535 2.921 2.579
H 1.197 1.884 -2.331
H 2.282 2.052 -0.863
H 2.558 0.696 -2.064
H 1.435 -1.528 1.497
H -0.116 -2.309 1.750
H 0.793 -2.618 0.278
H -2.755 -0.931 -0.066
H -2.194 -0.004 -1.444
H -1.825 -1.718 -1.337
```

relative energy (zero: lowest compared OMol25 entry of this formula, charge and spin): 344.7 kJ/mol
gap between HOMO and LUMO (spin up / spin down): 8.47 / 7.31 eV
E: -485.83581 Ha

Results of the natural (NBO) charge analysis, in e, for atoms 1 through 8: number 1, C, carries -0.17; number 2, C, carries -0.54; number 3, C, carries -0.58; number 4, C, carries -1.11; number 5, C, carries -1.11; number 6, Si, carries 1.32; number 7, H, carries 0.23; number 8, H, carries 0.17

3.
Molecular formula: C3H10F5N2Zn
Method: DFT, ωB97M-V/def2-TZVPD

Structure (XYZ):
```
21
Properties=species:S:1:pos:R:3
C -1.805 -1.112 0.912
Zn -0.632 0.449 0.268
N 0.813 1.896 -0.374
N -1.923 0.611 -1.478
H 1.631 1.505 -0.840
H -1.290 0.941 1.684
H -1.596 -1.297 1.974
H -1.596 -2.067 0.378
H -2.887 -0.901 0.791
H -1.483 0.457 -2.380
H -2.377 1.521 -1.486
H -2.658 -0.090 -1.365
H 0.408 2.604 -0.987
H 1.156 2.375 0.456
F 0.776 -2.095 -0.425
C 1.060 -1.091 0.469
F 0.982 -1.646 1.720
C 2.510 -0.641 0.237
F 3.445 -1.589 0.472
F 2.661 -0.255 -1.075
F 2.803 0.427 1.048
```

gap between HOMO and LUMO: 4.00 eV
E: -2508.40565 Ha
total charge: -1

Results of the natural (NBO) charge analysis, in e, for atoms 1 through 8: number 1, C, carries -1.42; number 2, Zn, carries 1.39; number 3, N, carries -1.13; number 4, N, carries -1.11; number 5, H, carries 0.39; number 6, H, carries -0.68; number 7, H, carries 0.20; number 8, H, carries 0.16

4.
Molecular formula: C3H6INO2
Method: DFT, ωB97M-V/def2-TZVPD

Structure (XYZ):
```
13
Properties=species:S:1:pos:R:3
C 0.026 -1.956 0.141
C 0.127 1.575 -0.071
C 1.110 0.497 -0.627
N -0.874 -1.606 1.081
O 0.345 -2.986 -0.311
O -1.140 0.908 -0.119
I 3.078 0.669 -0.003
H 0.175 2.013 0.919
H 0.173 2.352 -0.877
H 0.974 0.587 -1.677
H -1.062 -0.612 1.111
H -1.499 -2.265 1.487
H -1.431 0.824 -1.054
```

relative energy (zero: lowest compared OMol25 entry of this formula, charge and spin): 369.1 kJ/mol
gap between HOMO and LUMO (spin up / spin down): 8.36 / 7.56 eV
E: -620.71178 Ha

Results of the natural (NBO) charge analysis, in e, for atoms 1 through 8: number 1, C, carries 0.72; number 2, C, carries -0.15; number 3, C, carries -0.43; number 4, N, carries -0.87; number 5, O, carries -0.52; number 6, O, carries -0.74; number 7, I, carries 0.15; number 8, H, carries 0.20

5.
Molecular formula: C4H10N3
Method: DFT, ωB97M-V/def2-TZVPD

Structure (XYZ):
```
17
Properties=species:S:1:pos:R:3
C 1.002 -0.386 0.447
C -0.944 0.717 -2.322
C 1.201 -1.212 2.523
C -0.857 0.302 -0.833
N 1.552 -1.183 1.127
N 1.328 1.448 -0.784
N 0.542 0.410 -0.327
H -1.899 0.279 -2.585
H -0.865 1.714 -2.655
H -0.257 0.080 -2.911
H 0.198 -0.917 2.607
H 1.676 -2.005 3.082
H 1.684 -0.398 2.941
H -1.190 -0.767 -0.715
H -1.348 1.112 -0.153
H 2.136 1.618 -0.146
H 0.726 2.287 -1.181
```

relative energy (zero: lowest compared OMol25 entry of this formula, charge and spin): 437.6 kJ/mol
gap between HOMO and LUMO: 10.23 eV
E: -322.29391 Ha
total charge: +1
SMILES string: CC[N+](N)=C=NC

Results of the natural (NBO) charge analysis, in e, for atoms 1 through 8: number 1, C, carries 0.64; number 2, C, carries -0.65; number 3, C, carries -0.44; number 4, C, carries -0.22; number 5, N, carries -0.26; number 6, N, carries -0.64; number 7, N, carries -0.19; number 8, H, carries 0.25

6.
Molecular formula: C27H50N3O11SSi
Method: DFT, ωB97M-V/def2-TZVPD

Structure (XYZ):
```
93
Properties=species:S:1:pos:R:3
C 2.226 0.986 2.367
Si 1.584 -0.720 1.901
C 3.078 -1.822 1.539
C 0.703 -1.501 3.387
O 0.569 -0.602 0.528
C -0.705 -0.111 0.931
C -1.330 0.823 -0.165
C -2.194 1.832 0.583
C -1.516 2.972 1.080
C -2.237 3.919 1.815
C -1.659 5.187 2.448
C -0.513 5.863 1.657
C 0.885 5.189 1.807
C 1.508 5.098 0.378
N 2.720 4.272 0.347
C -3.603 3.693 2.017
N -4.201 2.607 1.526
N -5.597 2.459 1.807
C -5.726 1.673 2.783
O -5.893 0.763 3.457
C -3.557 1.648 0.808
S -4.390 0.193 0.219
H 1.486 1.652 2.840
H 2.596 1.497 1.469
H 3.070 0.893 3.065
H 3.390 -2.239 2.506
H 2.707 -2.667 0.940
H 3.890 -1.296 1.028
H -0.331 -1.807 3.175
H 0.661 -0.720 4.166
H 1.241 -2.356 3.811
H -0.553 0.535 1.819
H -1.378 -0.952 1.147
H -0.479 1.317 -0.648
H -1.934 0.254 -0.875
H -0.451 3.105 0.910
H -2.498 5.890 2.549
H -1.332 4.897 3.460
H -0.465 6.897 2.025
H -0.814 5.904 0.599
H 0.764 4.155 2.161
H 1.528 5.759 2.484
H 1.702 6.125 0.048
H 0.729 4.619 -0.247
H 2.496 3.296 0.185
H 3.236 4.549 -0.485
H -4.199 4.408 2.579
H -4.737 0.484 -1.060
C 6.341 -3.431 -4.299
C 5.935 -2.026 -3.908
O 4.582 -1.734 -4.290
C 3.637 -2.291 -3.536
O 3.815 -2.989 -2.572
O 2.449 -1.948 -4.041
C 1.341 -2.559 -3.379
H 6.178 -3.591 -5.366
H 7.393 -3.602 -4.072
H 5.751 -4.177 -3.767
H 6.557 -1.305 -4.437
H 6.071 -1.850 -2.840
H 1.372 -2.368 -2.307
H 1.334 -3.631 -3.573
H 0.433 -2.124 -3.787
C -1.087 2.468 -7.405
C -1.750 1.264 -6.770
O -1.682 1.313 -5.332
C -2.510 2.166 -4.745
O -3.311 2.879 -5.285
O -2.295 2.107 -3.419
C -3.060 3.045 -2.669
H -0.059 2.568 -7.052
H -1.080 2.369 -8.490
H -1.608 3.389 -7.150
H -1.221 0.358 -7.062
H -2.786 1.155 -7.092
H -4.125 2.953 -2.885
H -2.721 4.060 -2.875
H -2.894 2.827 -1.616
C -2.359 -4.768 3.401
C -2.282 -5.397 4.776
O -1.668 -6.689 4.733
C -0.343 -6.686 4.575
O 0.357 -5.710 4.481
O 0.070 -7.950 4.526
C 1.468 -8.101 4.267
H -2.868 -5.434 2.702
H -2.899 -3.820 3.443
H -1.365 -4.578 2.997
H -3.288 -5.554 5.164
H -1.757 -4.754 5.484
H 2.063 -7.537 4.982
H 1.696 -7.783 3.250
H 1.701 -9.158 4.368
```

relative energy (zero: lowest compared OMol25 entry of this formula, charge and spin): 0.0 kJ/mol
gap between HOMO and LUMO: 7.35 eV
E: -2738.18245 Ha
total charge: +1

Results of the Mulliken charge analysis, in e, for atoms 1 through 8: number 1, C, carries -0.90; number 2, Si, carries 0.71; number 3, C, carries -1.19; number 4, C, carries -0.89; number 5, O, carries -0.24; number 6, C, carries -0.77; number 7, C, carries -1.58; number 8, C, carries -0.76

7.
Molecular formula: C8H14O2
Method: DFT, ωB97M-V/def2-TZVPD

Structure (XYZ):
```
24
Properties=species:S:1:pos:R:3
C 0.106 1.705 -0.460
C -0.521 1.044 0.731
C -1.663 0.355 0.778
C -2.592 0.079 -0.344
C -3.329 -1.237 -0.373
C -4.075 0.021 -0.063
C 1.963 -1.346 0.659
C 3.395 -0.024 -0.620
H -0.494 1.572 -1.387
H 1.106 1.299 -0.650
H 0.241 2.747 -0.283
H 0.039 1.157 1.665
H -1.971 -0.060 1.736
H -2.308 0.486 -1.316
H -3.139 -1.936 0.445
H -3.484 -1.710 -1.341
H -4.399 0.188 0.966
H -4.752 0.417 -0.820
H 1.484 -0.486 1.140
H 1.221 -2.139 0.479
H 2.773 -1.688 1.313
H 3.720 0.179 -1.646
O 2.472 -0.987 -0.631
O 3.810 0.537 0.362
```

relative energy (zero: lowest compared OMol25 entry of this formula, charge and spin): 161.8 kJ/mol
gap between HOMO and LUMO: 9.77 eV
E: -463.64422 Ha
SMILES string: C/C=C\C1CC1.COC=O

Results of the natural (NBO) charge analysis, in e, for atoms 1 through 8: number 1, C, carries -0.64; number 2, C, carries -0.20; number 3, C, carries -0.17; number 4, C, carries -0.28; number 5, C, carries -0.41; number 6, C, carries -0.41; number 7, C, carries -0.27; number 8, C, carries 0.64

8.
Molecular formula: H16O8
Method: DFT, ωB97M-V/def2-TZVPD

Structure (XYZ):
```
24
Properties=species:S:1:pos:R:3
H -0.202 -0.082 0.770
H -1.664 -0.439 0.984
H 2.202 -1.735 -1.050
H 0.760 -1.627 -0.584
H -0.905 1.940 2.648
H -2.042 2.489 1.801
H 1.727 -1.055 -2.583
H 0.756 0.079 -2.868
H 1.249 0.609 2.307
H 1.427 2.117 2.254
H -2.928 1.084 -3.530
H -1.693 0.269 -3.181
H 2.525 0.843 0.753
H 1.975 -0.574 0.779
H -1.664 -2.792 0.572
H -2.622 -1.967 1.416
O -1.032 -0.203 0.295
O 1.433 -2.271 -0.830
O -1.208 2.745 2.211
O 1.589 -0.115 -2.425
O 1.240 1.395 2.864
O -2.206 0.589 -3.933
O 2.593 0.010 1.233
O -2.271 -2.045 0.522
```

relative energy (zero: lowest compared OMol25 entry of this formula, charge and spin): 365.0 kJ/mol
gap between HOMO and LUMO: 10.87 eV
E: -611.44358 Ha
SMILES string: O.O.O.O.O.O.O.O

Results of the natural (NBO) charge analysis, in e, for atoms 1 through 8: number 1, H, carries 0.44; number 2, H, carries 0.48; number 3, H, carries 0.47; number 4, H, carries 0.48; number 5, H, carries 0.48; number 6, H, carries 0.46; number 7, H, carries 0.47; number 8, H, carries 0.48